A | C4H9NO3 as an isolated structure, computed with the ωB97M-V functional and the def2-TZVPD basis.

Last column: Mulliken charge in e.
Element x y z (Å)
O -2.35252 0.99264 -0.10921  -0.471
O 2.38504 -0.23064 -1.12921  -0.610
O -1.49861 0.14144 1.78588  -0.470
N 0.66201 -0.65912 -0.51798  -0.202
C 0.41935 1.83398 -0.49717  -0.943
C -1.53652 0.03991 0.43535  -0.292
C 0.31033 0.54471 -0.23295  0.739
C 0.97678 -1.72755 0.42401  -0.755
H 1.92143 -1.56713 0.94646  0.286
H 2.23452 -0.20057 -2.08631  0.279
H -0.38853 2.52212 -0.27841  0.269
H -2.79363 0.60728 -0.88106  0.332
H 0.23334 -1.92050 1.20179  0.374
H 1.07316 -2.63609 -0.16805  0.277
H -1.74705 -0.97588 0.11340  0.440
H 1.28906 2.20276 -1.02216  0.336
H -1.18818 1.03263 2.01560  0.410

Spin multiplicity: 1
LUMO energy (alpha / beta) in Ha: 0.003 / 0.003
HOMO energy (alpha / beta) in eV: -8.4 / -8.4
Net charge: 0
Molar mass in Da: 119.12



B | A 2-piece molecular cluster, C4H9NO3 overall, computed with the ωB97M-V functional and the def2-TZVPD basis.

Last column: Mulliken charge in e.
Element x y z (Å)
O 0.75847 0.09684 -0.03529  -0.445
O 2.61801 1.20301 -0.39223  -0.467
O -2.20962 -1.27450 -0.74347  -0.620
N -0.93129 -0.35048 0.74089  -0.398
C 2.82777 -1.15069 -0.06577  -0.954
C 1.94253 0.06707 -0.19396  0.616
C -2.97745 0.87842 -0.12959  -0.833
C -1.95067 -0.29236 -0.13736  0.587
H -2.61185 2.03931 0.05247  0.230
H 3.50430 -0.98458 0.80216  0.277
H 1.94237 1.86508 -0.45168  0.323
H -3.75553 0.62552 0.59005  0.262
H -0.63203 0.77949 0.97718  0.304
H 2.20123 -2.07086 -0.02518  0.277
H -3.81194 0.92897 -1.07383  0.267
H 3.53782 -1.17301 -0.89491  0.316
H -0.45210 -1.18724 0.98053  0.259

Spin multiplicity: 1
LUMO energy in Ha: 0.013
HOMO energy in eV: -8.4
Net charge: 0
Molar mass in Da: 119.12



Stability order, top to bottom: B, A



A | A 2-piece molecular cluster, C4H9NO3 overall, computed with the ωB97M-V functional and the def2-TZVPD basis.

Last column: Mulliken charge in e.
Element x y z (Å)
O 1.27587 -2.25661 -0.72310  -0.628
O -1.98731 2.65072 -0.66945  -0.433
O -0.83554 -3.73912 0.58134  -0.582
N 0.27642 -0.43669 -0.01531  -0.008
C 1.33861 -1.28593 0.06486  0.056
C 0.17474 2.02392 -0.06434  -0.453
C -0.94358 2.23698 -1.01101  -0.097
C 0.12306 0.73722 0.83789  -0.578
H 1.06612 2.13809 -0.68204  0.317
H 1.81299 -1.34236 0.99224  0.329
H -0.06314 -3.72344 0.29428  0.260
H -0.03828 2.84514 0.70663  0.262
H -0.84309 0.67247 1.29056  0.325
H -0.62522 2.23887 -2.06399  0.354
H 0.97100 0.91711 1.56627  0.310
H -0.34144 -0.30683 -0.81891  0.243
H -1.36122 -3.36954 -0.28592  0.323

Spin multiplicity: 1
LUMO energy in Ha: 0.011
HOMO energy in eV: -10.0
Net charge: 0
Molar mass in Da: 119.12



B | A 2-piece molecular cluster, C4H9NO3 overall, computed with the ωB97M-V functional and the def2-TZVPD basis.

Last column: Mulliken charge in e.
Element x y z (Å)
O 2.78145 -0.00777 -2.31131  -0.461
O -1.84274 2.39599 0.25807  -0.638
O -0.75756 -1.49331 2.91371  -0.564
N -0.85991 -0.66998 0.81292  -0.132
C 1.66135 0.16228 -1.90445  -0.192
C -0.20389 -1.21618 1.87310  -0.028
C -0.36588 -0.48011 -0.52746  -0.685
C 1.15445 -0.40287 -0.62240  -0.204
H -1.17393 1.76620 0.55751  0.313
H 1.66976 -1.30995 -0.31124  0.331
H -1.83022 -0.45650 0.99293  0.290
H 0.86679 -1.39908 1.72386  0.343
H 0.97559 0.79769 -2.50146  0.324
H -0.76006 0.42422 -0.99857  0.390
H -2.11014 2.91148 1.02802  0.311
H 1.46804 0.28963 0.18111  0.330
H -0.67308 -1.31174 -1.16435  0.272

Spin multiplicity: 1
LUMO energy in Ha: 0.018
HOMO energy in eV: -10.2
Net charge: 0
Molar mass in Da: 119.12



C | The molecule C4H9NO3, computed with the ωB97M-V functional and the def2-TZVPD basis.

Last column: Mulliken charge in e.
Element x y z (Å)
O 0.29369 1.02052 -1.89429  -0.518
O -1.05245 -0.56548 0.30380  -0.013
O 1.66442 0.12518 0.40672  -0.582
N -0.54441 -1.79777 0.62164  -0.530
C -0.59410 0.58304 1.10707  -0.616
C -1.05116 -2.70880 -0.11431  -0.352
C 0.70595 1.17544 0.54587  0.193
C 0.40637 1.90163 -0.79231  -0.582
H -1.90540 -2.43641 -0.71654  0.311
H 1.14582 -0.69665 0.46309  0.407
H -0.39482 0.22824 2.16447  0.340
H 1.22599 2.69700 -1.02715  0.242
H -0.51960 2.54367 -0.74142  0.323
H 1.11970 0.42660 -1.80428  0.361
H -0.65831 -3.73021 -0.07372  0.282
H 1.11079 1.82892 1.29854  0.369
H -1.36100 1.37353 1.07766  0.367

Spin multiplicity: 1
LUMO energy in Ha: 0.035
HOMO energy in eV: -9.6
Net charge: 0
Molar mass in Da: 119.12



D | A 2-piece molecular cluster, C4H9NO3 overall, computed with the ωB97M-V functional and the def2-TZVPD basis.

Last column: Mulliken charge in e.
Element x y z (Å)
O -0.01589 -0.55034 2.32837  -0.569
O 1.93941 -0.23698 -2.57274  -0.595
O -0.52397 -1.77416 0.04549  -0.431
N 0.52974 0.57176 -0.92295  -0.422
C -0.28291 0.71877 1.73428  -0.680
C 1.71906 0.39313 -1.54866  -0.061
C -0.64283 0.02377 -1.59815  -0.560
C -1.01645 -0.61397 -0.34133  -0.056
H 2.53252 0.91382 -1.00797  0.349
H 0.30077 1.50719 2.22484  0.356
H -1.35620 0.77572 -1.93322  0.282
H -0.34204 -0.69533 -2.36698  0.386
H -1.33683 0.93499 1.89453  0.264
H 0.93817 -0.68953 2.32599  0.311
H -0.63211 -1.86797 1.01352  0.449
H 0.13359 0.88945 0.59283  0.524
H -1.94403 -0.30032 0.13216  0.451

Spin multiplicity: 1
LUMO energy (alpha / beta) in Ha: -0.025 / -0.025
HOMO energy (alpha / beta) in eV: -8.5 / -8.5
Net charge: 0
Molar mass in Da: 119.12



Stability order, top to bottom: B, A, C, D



A | The molecule C4H9NO3, computed with the ωB97M-V functional and the def2-TZVPD basis.

Last column: Mulliken charge in e.
Element x y z (Å)
O 0.63003 1.54772 -1.63005  -0.557
O -1.83385 -0.53667 1.14185  -0.581
O 1.69692 -0.44229 -1.36327  -0.547
N -0.30286 1.69783 0.71648  -0.778
C 0.95510 0.40049 -0.94407  0.179
C 0.21925 0.33426 0.35660  0.633
C -0.79715 -0.80398 0.36208  -0.071
C -0.24524 -2.14994 0.76513  -1.377
H 0.11509 -2.09383 1.79137  0.418
H 0.10630 1.95127 1.64997  0.254
H 0.30898 2.19563 -0.92553  0.425
H -1.00157 -2.88815 0.60994  0.345
H -1.25704 1.56307 0.86968  0.252
H 1.08177 0.00461 1.03966  0.204
H -1.42889 -0.46836 1.96967  0.374
H -1.11897 -0.90594 -0.61833  0.471
H 0.57787 -2.47824 0.17156  0.353

Spin multiplicity: 1
LUMO energy in Ha: 0.016
HOMO energy in eV: -10.1
Net charge: 0
Molar mass in Da: 119.12



B | A 3-piece molecular cluster, C4H9NO3 overall, computed with the ωB97M-V functional and the def2-TZVPD basis.

Last column: Mulliken charge in e.
Element x y z (Å)
O -0.33151 -0.30363 3.27901  -0.255
O -0.75942 2.17001 0.41495  -0.462
O -0.24878 0.43653 -1.49531  -0.514
N -0.97091 0.37523 2.57650  0.087
C -0.23206 -1.53899 0.56359  -1.291
C 0.94263 0.06413 -2.11054  -0.641
C -0.85510 -0.18908 0.51187  0.193
C -0.11311 0.99205 0.36074  -0.081
H -0.50007 -2.03129 1.50577  0.421
H 0.91456 0.29525 -3.18474  0.274
H -0.56112 -2.14019 -0.28294  0.288
H -1.91394 -0.11466 0.28778  0.359
H -0.16679 2.89135 0.17529  0.369
H 1.17033 -1.01277 -2.03712  0.225
H 0.95165 0.98857 0.59474  0.483
H 0.85623 -1.48922 0.54472  0.291
H 1.81742 0.60670 -1.70432  0.254

Spin multiplicity: 1
LUMO energy (alpha / beta) in Ha: 0.012 / -0.015
HOMO energy (alpha / beta) in eV: -7.4 / -7.8
Net charge: 0
Molar mass in Da: 119.12



C | A 2-piece molecular cluster, C4H9NO3 overall, computed with the ωB97M-V functional and the def2-TZVPD basis.

Last column: Mulliken charge in e.
Element x y z (Å)
O 2.16670 1.35019 -0.86761  -0.599
O -2.51944 0.24680 0.99690  -0.499
O 0.93595 0.82870 2.78799  -0.612
N 0.89090 -0.42526 -1.36630  -0.190
C -0.21310 -1.37542 -1.26944  -0.778
C -1.60568 -0.01758 0.27358  0.107
C 1.62867 0.33801 -0.44499  0.049
C -1.60905 -1.01694 -0.79119  -0.270
H 1.71143 -0.09698 0.64557  0.433
H -0.58674 0.50118 0.31667  0.265
H 1.19901 1.07021 3.70617  0.290
H -0.18767 -1.99256 -2.26386  0.349
H -2.40866 -0.76948 -1.52515  0.326
H 1.07845 1.60222 2.28138  0.327
H 0.90186 -0.01010 -2.35412  0.253
H -1.95318 -2.02551 -0.48684  0.234
H 0.13845 -2.27602 -0.70173  0.315

Spin multiplicity: 1
LUMO energy in Ha: 0.027
HOMO energy in eV: -9.7
Net charge: 0
Molar mass in Da: 119.12



Stability order, top to bottom: A, C, B



A | C4H9NO3 as an isolated structure, computed with the ωB97M-V functional and the def2-TZVPD basis.

Last column: Mulliken charge in e.
Element x y z (Å)
O 0.55852 -1.88019 0.29407  -0.468
O 1.69366 -0.51294 -1.09586  -0.658
O -0.69417 0.59347 0.96864  -0.381
N -0.99340 -0.01197 -0.55784  -0.195
C 0.67050 0.51613 0.95918  0.161
C 1.37004 1.79451 0.53099  -1.147
C -2.08599 -0.95418 -0.67812  -0.772
C 0.84940 -0.64702 -0.22800  0.719
H 1.03369 0.07680 1.89359  0.337
H 0.96973 2.14284 -0.42017  0.264
H 1.21714 2.58351 1.26691  0.346
H -3.01638 -0.53472 -0.28633  0.290
H 1.19804 -2.50998 -0.06966  0.318
H -1.84034 -1.85130 -0.11520  0.282
H -1.13301 0.82640 -1.11929  0.281
H -2.22730 -1.22271 -1.72725  0.321
H 2.42987 1.59134 0.38438  0.302

Spin multiplicity: 1
LUMO energy in Ha: 0.022
HOMO energy in eV: -9.2
Net charge: 0
Molar mass in Da: 119.12



B | The molecule C4H9NO3, computed with the ωB97M-V functional and the def2-TZVPD basis.

Last column: Mulliken charge in e.
Element x y z (Å)
O 1.14290 -0.42969 -2.43587  -0.539
O -0.84660 2.28548 1.28887  -0.453
O 1.08264 1.35212 1.92762  -0.551
N -1.49311 -0.52699 0.80524  -0.583
C 0.64882 -1.33157 -1.43578  -0.673
C -0.35906 0.20213 0.30166  0.318
C 0.81657 -0.71113 -0.05398  -0.519
C 0.09538 1.30824 1.25150  0.186
H 0.45600 0.14342 -2.78128  0.316
H -0.58813 0.77111 -0.60302  0.213
H 1.73742 -0.12711 -0.08414  0.352
H -0.40720 -1.53980 -1.60617  0.318
H -2.39719 -0.21570 0.47099  0.264
H -0.59944 2.96089 1.93694  0.349
H 0.99889 -1.38765 0.76931  0.430
H -1.53112 -0.52721 1.82067  0.249
H 1.24322 -2.22654 -1.57256  0.322

Spin multiplicity: 1
LUMO energy in Ha: 0.022
HOMO energy in eV: -9.7
Net charge: 0
Molar mass in Da: 119.12



C | The molecule C4H9NO3, computed with the ωB97M-V functional and the def2-TZVPD basis.

Last column: Mulliken charge in e.
Element x y z (Å)
O 0.02481 1.93453 0.65085  -0.621
O 1.09292 1.00678 -1.32863  -0.676
O 1.30412 -1.48320 1.11794  -0.528
N -1.44395 -1.14326 -0.16016  -0.532
C -0.96832 0.07372 -0.65508  -0.078
C 0.82455 -0.24290 0.64118  -0.307
C -0.45276 0.68259 0.81132  -0.286
C 0.47970 -0.16662 -0.83911  -0.217
H 0.89042 1.90650 -0.03039  0.445
H -1.66708 0.66860 -1.43317  0.309
H -2.17587 -0.78043 0.55855  0.244
H 1.64869 0.47520 1.28471  0.228
H -2.12585 -1.82394 -0.71868  0.262
H 2.20144 1.06844 -1.20912  0.410
H 0.32005 -1.84569 0.92773  0.467
H -0.90910 0.73528 1.72937  0.605
H 0.95623 -1.06561 -1.34731  0.274

Spin multiplicity: 1
LUMO energy in Ha: 0.022
HOMO energy in eV: -9.0
Net charge: 0
Molar mass in Da: 119.12



D | A 2-piece molecular cluster, C4H9NO3 overall, computed with the ωB97M-V functional and the def2-TZVPD basis.

Last column: Mulliken charge in e.
Element x y z (Å)
O -2.48563 0.55764 -0.16772  -0.536
O 1.78319 -2.15350 1.10330  -0.529
O -1.08994 1.94973 -1.23409  -0.457
N -1.64261 -0.04600 -2.18573  -0.377
C 1.79879 -0.80000 1.34663  0.774
C 0.85441 0.01867 0.51346  -0.981
C 2.67247 -0.31439 2.22557  -0.969
C -1.81809 0.80374 -1.12497  0.713
H 0.98050 1.04472 0.85077  0.240
H 2.74618 0.74547 2.40126  0.270
H -1.01164 2.23080 -2.14894  0.291
H 0.90994 -2.38769 0.76502  0.311
H 3.29806 -1.03211 2.73678  0.273
H -0.18338 -0.30116 0.60121  0.301
H 1.10788 -0.05436 -0.54615  0.311
H -2.09230 -0.94565 -2.18808  0.210
H -1.10111 0.23193 -2.97617  0.155

Spin multiplicity: 1
LUMO energy in Ha: 0.008
HOMO energy in eV: -8.7
Net charge: 0
Molar mass in Da: 119.12



Stability order, top to bottom: B, D, A, C



A | C3H3NO4 as an isolated structure, computed with the ωB97M-V functional and the def2-TZVPD basis.

Last column: Mulliken charge in e.
Element x y z (Å)
O -1.05714 -0.72595 -1.24546  -0.568
O 1.72559 0.33339 0.87213  -0.415
O 1.11903 -1.66979 0.04091  -0.536
O 0.31257 1.18580 -1.49790  -0.458
N -2.12441 0.04810 0.47562  -0.236
C -0.03740 0.31089 -0.74549  0.728
C 0.99881 -0.47422 0.10666  0.440
C -1.33168 0.93379 0.56588  -0.055
H -0.74179 -1.62756 -1.03910  0.340
H -1.21082 1.87761 1.06234  0.389
H 2.34726 -0.19206 1.40440  0.372

Spin multiplicity: 1
LUMO energy (alpha / beta) in Ha: -0.057 / -0.057
HOMO energy (alpha / beta) in eV: -10.4 / -10.4
Net charge: 0
Molar mass in Da: 117.06



B | The molecule C3H3NO4, computed with the ωB97M-V functional and the def2-TZVPD basis.

Last column: Mulliken charge in e.
Element x y z (Å)
O 1.84646 0.73554 -0.88461  -0.546
O -0.44568 -2.55767 1.27428  -0.348
O -0.91042 1.07605 -1.97891  -0.503
O -0.31754 2.39046 0.14005  -0.463
N -0.61847 -1.47170 0.59279  -0.224
C 0.73998 0.33428 -0.40833  0.681
C 0.53010 -0.83595 0.32830  -0.290
C -0.23085 1.32535 -0.89129  0.407
H -1.34178 -2.77375 1.79802  0.398
H 1.37090 -1.38748 0.64884  0.481
H -0.62270 3.16487 -0.61914  0.407

Spin multiplicity: 1
LUMO energy in Ha: -0.040
HOMO energy in eV: -10.4
Net charge: 0
Molar mass in Da: 117.06



C | The molecule C3H3NO4, computed with the ωB97M-V functional and the def2-TZVPD basis.

Last column: Mulliken charge in e.
Element x y z (Å)
O -0.67441 -1.53710 1.35506  -0.436
O 0.81952 0.03278 1.91847  -0.510
O 0.51010 1.94760 -0.50328  -0.407
O -1.52133 1.05939 -0.95030  -0.518
N 0.65436 -1.32386 -1.24746  -0.624
C -0.35651 0.94019 -0.66048  0.471
C 0.34678 -0.37923 -0.51894  0.524
C 0.17419 -0.54865 1.09858  0.526
H 0.61990 -1.18848 -2.25573  0.267
H 0.04694 2.80016 -0.52508  0.351
H -0.61955 -1.80281 2.28916  0.357

Spin multiplicity: 1
LUMO energy in Ha: 0.012
HOMO energy in eV: -10.0
Net charge: 0
Molar mass in Da: 117.06



Stability order, top to bottom: C, A, B



A | An isolated ion of composition C2H2N3O2 and charge -1, computed with the ωB97M-V functional and the def2-TZVPD basis.

Last column: Mulliken charge in e.
Element x y z (Å)
O -1.68589 -1.29037 -1.05322  -0.705
O -1.44810 0.33116 0.52737  -0.590
N 1.07301 0.57915 0.60674  -0.222
N 0.09296 1.50586 1.15191  0.147
N 0.70288 1.94032 0.18166  -0.293
C 0.46461 -0.63119 -0.27928  -0.546
C -1.06250 -0.54892 -0.29557  0.651
H 0.85396 -1.37163 0.28468  0.222
H 1.00906 -0.51438 -1.12428  0.337

Spin multiplicity: 1
LUMO energy in Ha: 0.169
HOMO energy in eV: -4.4
Net charge: -1
Molar mass in Da: 100.06



B | A 2-piece molecular cluster, C2H2N3O2 overall, computed with the ωB97M-V functional and the def2-TZVPD basis.

Last column: Mulliken charge in e.
Element x y z (Å)
O -0.74410 2.04888 0.68751  -0.445
O -0.46294 -3.63797 1.38952  -0.665
N -0.19320 -2.62617 0.82205  0.452
N -0.10181 1.30927 -0.45057  -0.684
N 1.62876 2.10880 -1.89109  -0.592
C 0.72135 1.83128 -1.24097  0.373
C 0.36900 -1.76663 0.21390  -0.060
H -1.48109 1.41477 0.69686  0.339
H 0.26401 -0.68223 -0.22720  0.282

Spin multiplicity: 1
LUMO energy in Ha: 0.139
HOMO energy in eV: -3.3
Net charge: -1
Molar mass in Da: 100.06



Stability order, top to bottom: A, B